No. 1
Formula: C29H63F5N2O24P6S3
Source: the Open Molecules 2025 dataset
Level of theory: the ωB97M-V functional and the def2-TZVPD basis

Properties
* total charge: 0
* total energy: -185021.3628 eV
* strongest force on any atom: 0.176 Eh/bohr
* structure (SMILES): CCSCc1c(C(F)(F)C(F)(F)F)c(S)cc2nsnc12.COP(=O)(OC)OC.COP(=O)(OC)OC.COP(=O)(OC)OC.COP(=O)(OC)OC.COP(=O)(OC)OC.COP(=O)(OC)OC
* energy above the lowest of the compared OMol25 structures with the same formula, charge and spin: 0.00 kcal/mol
* orbital gap: 5.12 eV
* HOMO level: -0.306 hartree

XYZ file:
```
132
Properties=species:S:1:pos:R:3:mulliken_charge:R:1
C -0.14137 -3.58465 -0.90084 -0.637
C 0.83554 -3.20992 0.31635 -0.396
S -0.08679 -2.22450 1.57450 -0.134
C -0.12036 -0.43293 1.02446 -0.409
C -0.86712 -0.21985 -0.34068 0.864
C -0.33011 0.54359 -1.50335 -0.853
C 1.05395 1.22557 -1.33918 1.058
F 1.41914 2.14898 -2.29241 -0.284
F 1.18487 1.89972 -0.10491 -0.109
C 2.20659 0.08166 -1.36484 0.491
F 1.71896 -1.15551 -1.72236 -0.154
F 2.94919 0.06004 -0.20709 -0.167
F 3.11248 0.41815 -2.37773 -0.306
C -1.20852 0.56888 -2.75692 0.146
S -0.65240 1.40306 -4.28005 -0.116
C -2.53419 -0.06750 -2.84956 -0.508
C -3.14696 -0.80170 -1.69028 0.655
N -4.37337 -1.41911 -1.59545 -0.645
S -4.45647 -2.06392 -0.03053 0.170
N -2.95304 -1.56909 0.50125 -0.438
C -2.25018 -0.86123 -0.44997 0.093
H -1.22981 -3.47623 -0.60889 0.155
H 0.03912 -4.67704 -1.12033 0.410
H 0.11295 -3.01762 -1.83590 0.101
H 1.78108 -2.70562 -0.01562 0.156
H 1.13840 -4.16826 0.82670 0.409
H 0.95134 -0.10989 1.03544 -0.543
H -0.73006 0.09716 1.81710 0.384
H -0.05766 0.40021 -5.03839 0.149
H -3.11545 -0.00195 -3.80540 0.431
C -2.09072 5.41766 -7.46024 -0.627
O -2.35058 5.51012 -6.06551 -0.404
P -1.60451 6.77786 -5.19642 1.203
O -1.83150 7.81250 -6.28079 -0.612
O -0.14573 6.03042 -5.35724 -0.378
C -0.01066 4.70522 -4.84218 -0.802
O -0.94654 7.92200 -4.11804 -0.430
C 0.26747 8.56456 -4.47494 -0.533
H -2.30335 4.39304 -7.77024 0.243
H -2.75215 6.09138 -8.00501 0.247
H -1.04866 5.64555 -7.69026 0.325
H 0.02098 3.99756 -5.67354 0.263
H -0.83834 4.44127 -4.17932 0.407
H 0.92304 4.63438 -4.28352 0.325
H 0.21070 8.99504 -5.47523 0.277
H 1.10639 7.87012 -4.40871 0.228
H 0.43678 9.36831 -3.75707 0.240
C 4.77295 -1.52877 5.69200 -0.602
O 5.06612 -0.14308 5.85251 -0.476
P 4.76656 0.89372 4.52970 1.148
O 3.45458 0.23206 4.15570 -0.552
O 6.04072 0.23105 3.72084 -0.292
C 7.32798 0.29335 4.33206 -0.736
O 4.59256 2.10622 3.34548 -0.428
C 4.58435 1.71642 1.98150 -0.732
H 5.35322 -2.08152 6.43216 0.191
H 3.71387 -1.70598 5.87775 0.321
H 5.04512 -1.88416 4.69728 0.339
H 7.60109 -0.69922 4.69809 0.211
H 7.34893 0.99964 5.16605 0.358
H 8.05942 0.60811 3.58699 0.277
H 3.86477 0.91893 1.79984 0.323
H 5.58076 1.40642 1.66258 0.382
H 4.29691 2.58726 1.38987 0.292
C -4.45149 -4.93747 -4.93655 -0.566
O -3.29263 -5.67640 -4.56791 -0.496
P -1.76785 -4.91444 -4.73550 1.171
O -2.31350 -3.59364 -4.21492 -0.421
O -1.90201 -5.01688 -6.37480 -0.343
C -2.00229 -6.31517 -6.95939 -0.725
O -0.20946 -4.22610 -4.86538 -0.450
C -0.01582 -3.15748 -5.77782 -0.538
H -5.25134 -5.65253 -5.13670 0.263
H -4.75734 -4.29358 -4.11177 0.178
H -4.27897 -4.34246 -5.83481 0.310
H -3.02785 -6.47928 -7.29800 0.223
H -1.72961 -7.10236 -6.25166 0.359
H -1.33414 -6.36938 -7.81922 0.271
H -0.75290 -2.36715 -5.62654 0.218
H -0.05181 -3.51646 -6.80743 0.289
H 0.97944 -2.74778 -5.59766 0.273
C 6.43788 -6.04296 8.35623 -0.590
O 7.32269 -6.01124 7.24271 -0.437
P 6.63780 -6.03514 5.67717 1.207
O 5.51002 -5.08537 6.02979 -0.572
O 6.20789 -7.60997 5.90418 -0.333
C 7.24027 -8.55275 6.19050 -0.702
O 6.17589 -6.11515 4.03892 -0.433
C 4.91212 -6.67847 3.72048 -0.527
H 7.00200 -6.40297 9.21823 0.249
H 6.07731 -5.03695 8.57075 0.212
H 5.59642 -6.71508 8.18106 0.328
H 7.18640 -8.83696 7.24398 0.223
H 8.23281 -8.14579 5.98080 0.359
H 7.08862 -9.44149 5.57739 0.264
H 4.11331 -6.21879 4.30344 0.278
H 4.92023 -7.75840 3.87494 0.230
H 4.72629 -6.48998 2.66224 0.250
C 0.33842 7.12736 5.33027 -0.603
O -0.44406 6.81132 4.18609 -0.465
P -0.17748 5.30259 3.42820 0.992
O -0.03923 4.54075 4.73131 -0.594
O 1.27869 5.83946 2.87320 -0.269
C 1.29436 7.00477 2.05073 -0.789
O -0.06359 3.88942 2.48499 -0.295
C 1.15055 3.14953 2.51848 -0.222
H 0.33173 8.21242 5.44798 0.250
H -0.10630 6.67739 6.21794 0.240
H 1.37061 6.79256 5.21541 0.308
H 1.69075 7.84566 2.62486 0.249
H 0.29558 7.26001 1.68708 0.368
H 1.94453 6.82518 1.19394 0.272
H 1.45732 2.92937 3.54129 0.502
H 1.94285 3.68507 1.99320 0.217
H 0.97837 2.21021 1.99860 -0.161
C -11.27239 0.65912 0.23870 -0.597
O -10.54754 1.81557 -0.15994 -0.445
P -9.15789 1.59242 -1.12898 1.097
O -9.78780 0.51572 -1.99027 -0.590
O -8.35898 0.95444 0.16414 -0.276
C -8.22712 1.75942 1.33504 -0.745
O -7.72733 1.62134 -2.05207 -0.423
C -6.92012 0.45236 -2.08215 -0.406
H -11.85740 0.92189 1.12177 0.251
H -11.95563 0.35906 -0.55583 0.237
H -10.60437 -0.16558 0.49218 0.317
H -8.89664 1.37976 2.11046 0.242
H -8.46729 2.80735 1.13775 0.360
H -7.19965 1.69650 1.69462 0.266
H -7.50510 -0.43036 -2.34293 0.328
H -6.42050 0.30558 -1.12472 0.186
H -6.15280 0.59845 -2.84310 0.203
```

No. 2
Formula: C29H64B3BrFN7O11
Source: the Open Molecules 2025 dataset
Level of theory: the ωB97M-V functional and the def2-TZVPD basis

Properties
* total charge: 0
* total energy: -138862.4530 eV
* strongest force on any atom: 0.042 Eh/bohr
* energy above the lowest of the compared OMol25 structures with the same formula, charge and spin: 0.00 kcal/mol
* orbital gap: 8.72 eV
* HOMO level: -0.317 hartree

XYZ file:
```
116
Properties=species:S:1:pos:R:3:mulliken_charge:R:1
C 5.83333 -2.33186 -1.34086 -0.685
C 6.56298 -1.00479 -1.68362 -0.802
C 5.61392 0.17654 -1.47535 -0.394
C 4.34019 0.01714 -2.33557 -0.943
C 3.06208 -0.19657 -1.49137 0.079
C 2.28719 -1.44835 -1.95883 -0.716
B 0.74835 -1.36847 -1.81976 0.058
O -0.08681 -2.02674 -2.76467 -0.310
B -0.94589 -1.11198 -3.32353 0.558
F -1.27630 -1.16436 -4.60255 -0.218
O -1.47272 -0.13485 -2.49955 -0.284
B -1.25112 -0.59185 -1.21158 0.295
C -2.39807 -1.02280 -0.22764 -0.434
C -3.79137 -1.05061 -0.78473 0.342
O -4.74112 -0.55644 -0.24026 -0.487
Br -4.09250 -1.99270 -2.46849 -0.154
O 0.06600 -0.70445 -0.81229 -0.187
H 5.64116 -2.89544 -2.24466 0.364
H 6.46847 -2.93095 -0.70315 0.361
H 4.91600 -2.10579 -0.82165 -0.157
H 7.47346 -0.92225 -1.10928 0.441
H 6.78323 -1.03648 -2.74792 0.405
H 5.34763 0.25646 -0.43137 0.068
H 6.13511 1.09088 -1.74487 0.324
H 4.25584 0.91462 -2.93734 0.372
H 4.47831 -0.82202 -3.00520 0.501
H 2.44146 0.68687 -1.57809 0.388
H 3.38596 -0.35994 -0.47396 -0.028
H 2.49313 -1.60472 -3.01195 0.282
H 2.61969 -2.32574 -1.40811 0.234
H -2.20332 -1.99266 0.21915 0.414
H -2.42113 -0.32241 0.60192 0.325
C -1.20089 4.45166 3.91484 0.086
O -1.20991 3.72319 4.89092 -0.660
N -2.29507 4.83134 3.23242 0.145
C -2.22628 5.71057 2.07787 -0.881
C -3.59243 4.34161 3.67255 -0.945
H -0.26410 4.87205 3.51122 0.359
H -2.81006 6.61307 2.26900 0.334
H -2.63370 5.19899 1.20570 0.332
H -1.19484 5.99222 1.87451 0.262
H -3.78029 4.65491 4.69962 0.292
H -3.61061 3.25176 3.64311 0.281
H -4.36971 4.73456 3.02351 0.379
C 6.64536 0.41382 2.08474 0.100
O 6.25821 -0.51718 1.40263 -0.591
N 5.99560 0.91755 3.14334 0.228
C 6.54019 2.00458 3.92919 -0.870
C 4.69627 0.37188 3.51694 -0.589
H 7.60043 0.93047 1.87885 0.281
H 6.66985 1.68796 4.96645 0.285
H 5.86248 2.85963 3.90664 0.307
H 7.50649 2.30755 3.53006 0.292
H 4.78057 -0.69679 3.72692 0.329
H 4.00171 0.50099 2.68563 0.174
H 4.32127 0.90357 4.40250 0.125
C -6.13087 -6.72581 -5.12728 0.066
O -5.99755 -7.83693 -5.59844 -0.572
N -5.37272 -5.66017 -5.44130 0.165
C -5.59318 -4.35992 -4.84187 -0.956
C -4.29789 -5.81844 -6.41302 -0.815
H -6.91294 -6.49296 -4.38208 0.257
H -5.82108 -3.62999 -5.62221 0.325
H -4.69315 -4.04284 -4.31173 0.256
H -6.42328 -4.39987 -4.14014 0.345
H -4.69983 -6.15889 -7.36836 0.172
H -3.58481 -6.56388 -6.06162 0.311
H -3.79115 -4.86695 -6.55098 0.353
C 1.61808 7.73543 3.32045 0.137
O 2.12679 6.73281 2.86190 -0.613
N 1.35226 8.85556 2.62443 0.132
C 0.74092 10.01853 3.23638 -0.925
C 1.69455 8.89171 1.21122 -0.924
H 1.32425 7.80509 4.38287 0.296
H -0.20539 10.24948 2.74295 0.333
H 1.40337 10.88163 3.14826 0.337
H 0.55039 9.82872 4.29002 0.298
H 1.16651 8.10093 0.67779 0.258
H 2.76444 8.72976 1.08202 0.300
H 1.41994 9.85676 0.79459 0.387
C 1.46674 -2.32281 1.73247 0.541
O 2.55787 -2.70445 1.35815 -0.675
N 0.92365 -2.61073 2.93159 0.157
C -0.38401 -2.12311 3.31742 -0.672
C 1.68113 -3.43437 3.85940 -0.923
H 0.81981 -1.69390 1.10238 0.008
H -0.30923 -1.50214 4.21214 0.278
H -1.05307 -2.96170 3.52590 0.341
H -0.80824 -1.52474 2.51350 0.085
H 2.63249 -2.95511 4.09182 0.212
H 1.89226 -4.40515 3.41060 0.305
H 1.11020 -3.57297 4.77391 0.397
C -6.23403 -5.77967 -10.08812 0.092
O -5.50115 -6.72662 -9.88885 -0.572
N -7.47609 -5.66694 -9.58399 0.140
C -8.31613 -4.51674 -9.84564 -0.926
C -7.98177 -6.74664 -8.74674 -0.697
H -5.93311 -4.91591 -10.70712 0.282
H -8.57782 -4.02077 -8.90839 0.324
H -9.23492 -4.82791 -10.34692 0.331
H -7.79152 -3.80842 -10.48288 0.300
H -7.33767 -6.88401 -7.87743 0.075
H -7.99037 -7.68039 -9.30834 0.292
H -8.99059 -6.50979 -8.41902 0.373
C 3.03252 1.84141 6.73963 0.077
O 3.21529 1.96283 5.53809 -0.676
N 1.83366 1.64758 7.29970 0.241
C 1.66445 1.47171 8.72744 -0.957
C 0.66213 1.62777 6.42978 -1.008
H 3.85910 1.87768 7.46896 0.286
H 1.20613 0.50268 8.93373 0.343
H 1.02157 2.25788 9.12743 0.339
H 2.62932 1.51768 9.22757 0.295
H 0.76094 0.83383 5.68849 0.242
H 0.58587 2.57807 5.90885 0.399
H -0.23670 1.46893 7.01855 0.361
```

Number 1 is which compound? C29H63F5N2O24P6S3

The lowest orbital gap belongs to which entry? C29H63F5N2O24P6S3

What is the orbital gap in the second record? 8.72 eV